Record 1
The following is a DFT calculation (ωB97M-V/def2-TZVPD) of a cluster of 10 separate species, H22NO9 in total in a non-equilibrium geometry.

Geometry as ORCA input:
```
! RIJCOSX wB97M-V def2-TZVPD def2/J DEFGRID3
* xyz 1 1
N 0.15544 0.07443 -0.19481
H -0.40943 -0.17616 -0.95282
H -0.42514 0.87326 0.31363
H 0.86339 0.53249 -0.61744
H 0.40827 -0.79789 0.41563
O 0.28313 -2.78204 1.64314
H 0.36600 -3.63365 1.46765
H 1.05283 -2.62948 2.02944
O 3.21533 -0.50288 -0.63682
H 3.35523 -1.40868 -0.80663
H 3.10037 0.00056 -1.33293
O -1.75289 -0.03836 2.62007
H -1.18084 -0.50078 3.41017
H -2.56264 -0.21518 2.93926
O -2.88693 1.23938 -0.76335
H -3.75823 1.24764 -1.19810
H -3.31501 1.25678 0.28158
O -1.10656 -1.89058 -1.78565
H -1.52445 -1.80025 -2.67457
H -0.40544 -2.69410 -1.87065
O 1.82709 1.71926 1.90632
H 1.52231 1.75050 2.81425
H 2.84671 1.39793 2.09100
O 0.29241 3.63888 0.44921
H 0.34826 3.45383 -0.44869
H 1.01167 3.01030 0.70386
O -3.17457 -1.39107 -0.06475
H -3.42155 -2.23099 0.22690
H -2.45560 -1.55882 -0.61771
O 2.53432 1.13080 -2.82699
H 3.04326 1.96308 -2.94227
H 2.15327 0.96181 -3.57797
*
```

E_HOMO = -13.68 eV
max |F| = 8.10 eV/A
HOMO-LUMO gap = 10.6 eV
LUMO = -0.114 hartree

Record 2
The following is a DFT calculation (ωB97M-V/def2-TZVPD) of a structure of composition H22O11 in a non-equilibrium geometry.

Geometry as ORCA input:
```
! RIJCOSX wB97M-V def2-TZVPD def2/J DEFGRID3
* xyz 0 1
O 0.07375 0.59605 -0.57763
H 0.03427 0.60816 -1.60623
H -0.09718 -0.31091 -0.14018
H -0.50637 1.34340 -0.37477
O -0.75824 -1.38906 0.74299
H -0.63793 -1.48669 1.65696
O 0.42599 -2.91512 1.79345
H -0.21833 -2.38103 1.31701
H 0.00043 -3.26556 2.60677
O 1.66471 2.03979 0.66050
H 1.16435 1.44869 1.10101
H 1.54547 2.77567 1.18212
O 1.02678 0.03335 2.45198
H 0.90034 -0.85696 2.22498
H 1.76466 -0.12916 3.07054
O 2.87534 -1.92189 0.66915
H 2.05885 -2.24634 1.07736
H 2.56657 -1.55608 -0.19038
O 0.24172 0.01262 -3.27384
H 0.69098 0.69520 -3.79769
H -0.39435 -0.00913 -4.07334
O -2.51765 0.18220 -0.93581
H -3.15600 0.04584 -1.66152
H -2.35819 -0.59684 -0.32656
O -1.69724 2.58224 1.03720
H -1.53754 2.23208 1.90360
H -2.67205 2.14180 0.78214
O 0.41816 -2.94565 -1.12032
H -0.06030 -2.36890 -0.58722
H 1.10505 -3.50472 -0.75427
O -0.52067 3.38775 -1.78028
H 0.04876 3.92659 -1.34116
H -1.47413 3.83261 -1.73657
*
```

E_HOMO = -9.84 eV
max |F| = 6.35 eV/A
HOMO-LUMO gap = 9.8 eV
LUMO = -0.002 hartree

Record 3
The following is a DFT calculation (ωB97M-V/def2-TZVPD) of a cluster of 11 separate species, H22O11 in total in a non-equilibrium geometry.

Geometry as ORCA input:
```
! RIJCOSX wB97M-V def2-TZVPD def2/J DEFGRID3
* xyz 0 1
O -4.15578 -1.60075 -0.95348
H -4.27199 -1.70215 -1.87678
H -3.35256 -1.05319 -0.92422
O -0.11654 1.70809 -2.22190
H -1.05543 1.75104 -2.43060
H 0.14544 2.62416 -2.04527
O 0.47657 -1.05377 -3.65924
H 1.19224 -1.62509 -3.48292
H 0.14579 -0.92091 -2.74147
O 2.01102 -0.94693 2.07514
H 2.59530 -1.67342 1.88660
H 1.32641 -1.36977 2.56668
O 3.66466 1.22110 1.71213
H 4.56021 1.02273 1.65715
H 3.23049 0.42243 1.91973
O 1.49639 2.67578 1.25452
H 0.77342 2.16920 0.88590
H 2.12891 2.08191 1.66989
O -2.03446 -1.66541 1.94781
H -2.80395 -2.20414 2.22999
H -1.39232 -2.29818 1.57624
O -0.17726 0.40068 0.52105
H -0.63991 -0.06521 -0.19901
H 0.51936 -0.12726 0.88246
O -1.44683 -1.14358 -1.53668
H -1.46046 -2.00170 -1.04074
H -1.88358 -1.33156 -2.34045
O -1.89781 1.78717 2.20396
H -1.48365 1.40057 1.46270
H -2.76151 1.83044 1.90053
O 2.28999 0.34844 -1.25765
H 1.43866 0.49462 -0.81583
H 2.93918 0.84464 -0.82623
*
```

E_HOMO = -9.98 eV
max |F| = 2.93 eV/A
HOMO-LUMO gap = 9.5 eV
LUMO = -0.019 hartree
SMILES string = O.O.O.O.O.O.O.O.O.O.O

Record 4
The following is a DFT calculation (ωB97M-V/def2-TZVPD) of a cluster of 11 separate species, H22O11 in total in a non-equilibrium geometry.

Geometry as ORCA input:
```
! RIJCOSX wB97M-V def2-TZVPD def2/J DEFGRID3
* xyz 0 1
O 9.56940 4.66638 6.22463
H 8.76826 4.66368 6.75698
H 10.32465 4.57950 6.83352
O 7.24332 4.80582 4.35392
H 7.57879 5.54716 3.87443
H 8.00449 4.42730 4.82541
O 4.63923 7.60136 9.31704
H 4.85478 7.30294 8.44055
H 4.79918 8.53546 9.22796
O 5.22010 5.05151 6.03071
H 4.34652 4.95386 5.69379
H 5.82630 4.75282 5.34657
O 7.35709 4.51071 7.95408
H 7.50428 5.26250 8.61183
H 6.45169 4.52185 7.60493
O 8.11273 10.30721 4.56231
H 8.86274 10.84168 4.83979
H 8.44608 9.43191 4.37972
O 8.33054 9.66378 8.68294
H 7.41890 9.83154 8.33353
H 8.37395 9.73785 9.62529
O 8.81729 7.65944 6.07057
H 8.88372 8.43911 6.64290
H 9.39047 6.97764 6.44396
O 7.29768 6.95230 9.15461
H 6.50760 7.27291 9.58256
H 7.67535 7.70815 8.62434
O 5.78895 10.14141 7.81013
H 5.69842 9.26790 7.37747
H 5.93377 10.77862 7.10599
O 6.07350 7.66151 6.51598
H 7.01102 7.63778 6.65754
H 5.90556 6.75954 6.21330
*
```

E_HOMO = -10.99 eV
max |F| = 2.01 eV/A
HOMO-LUMO gap = 11.2 eV
LUMO = 0.009 hartree
SMILES string = O.O.O.O.O.O.O.O.O.O.O

Record 5
The following is a DFT calculation (ωB97M-V/def2-TZVPD) of a cluster of 11 separate species, H22O11 in total in a non-equilibrium geometry.

Geometry as ORCA input:
```
! RIJCOSX wB97M-V def2-TZVPD def2/J DEFGRID3
* xyz 0 1
O 0.39461 -0.13871 -0.13286
H 0.68332 -1.01609 -0.14357
H -0.31833 -0.02210 0.46941
O 1.94086 1.41446 -1.76050
H 1.29366 0.90697 -1.25726
H 1.44698 2.18546 -2.11246
O 0.99048 -0.63827 -3.59908
H 1.30795 -0.04509 -2.90149
H 0.25931 -0.15337 -3.96963
O 0.86279 -2.92511 0.45253
H 1.62713 -3.45547 0.40333
H 0.31113 -3.14837 -0.26229
O -1.15483 2.27948 -1.21394
H -0.71068 1.98009 -1.98521
H -1.23360 3.16656 -1.35690
O -0.58612 3.10602 1.59766
H -0.54308 3.66778 0.88033
H -1.37473 2.55561 1.36692
O 1.36571 -3.18558 -2.32796
H 1.89081 -3.58115 -3.00717
H 1.19406 -2.34238 -2.72851
O -1.62976 -0.35070 2.14229
H -1.82538 -0.22971 3.05194
H -1.51322 -1.27698 2.22392
O -0.55452 -2.71022 2.89273
H -0.31462 -2.72032 1.97519
H 0.03868 -2.13926 3.34930
O -2.90319 1.75523 0.84089
H -2.53356 1.77665 -0.05004
H -2.46611 0.97189 1.18794
O 1.54164 1.33103 2.33614
H 1.50259 2.17583 1.88025
H 1.01002 0.80580 1.75808
*
```

E_HOMO = -10.30 eV
max |F| = 4.02 eV/A
HOMO-LUMO gap = 10.0 eV
LUMO = -0.010 hartree
SMILES string = O.O.O.O.O.O.O.O.O.O.O

Record 6
The following is a DFT calculation (ωB97M-V/def2-TZVPD) of a cluster of 11 separate species, H22O11 in total in a non-equilibrium geometry.

Geometry as ORCA input:
```
! RIJCOSX wB97M-V def2-TZVPD def2/J DEFGRID3
* xyz 0 1
O 0.59340 -3.06365 3.24451
H 1.37056 -3.54539 2.97706
H 0.33251 -3.19599 4.16774
O 1.25282 1.62010 -3.71068
H 1.71579 2.45716 -3.44412
H 1.51158 1.76504 -4.64766
O -0.30194 -1.67416 1.20139
H 0.37525 -1.98777 0.63341
H -0.12698 -2.21475 1.94073
O -1.23156 -0.62026 -1.23958
H -0.38634 -0.17889 -1.47903
H -1.45321 -0.67887 -0.34006
O 2.13778 2.18807 3.15557
H 2.44211 2.98970 3.50114
H 1.16828 2.30776 3.38696
O -3.27465 -2.20641 -2.24093
H -4.16328 -2.03553 -1.90036
H -2.59680 -1.74488 -1.74095
O -2.64302 1.93450 -3.33968
H -3.53690 1.74737 -3.39965
H -2.31885 1.80833 -4.21964
O 3.07892 -0.33481 2.36019
H 3.07208 0.49093 2.98138
H 2.14260 -0.42687 2.14615
O 1.82717 -0.21961 -0.45813
H 2.49793 -0.19048 -1.24834
H 2.39764 -0.73107 0.12881
O 1.04606 4.62423 -0.36606
H 0.45310 3.80942 -0.81808
H 0.91486 4.28142 0.53521
O -2.90619 -2.47907 1.10561
H -2.22113 -1.81400 0.94072
H -3.16960 -2.68157 0.18640
*
```

E_HOMO = -10.54 eV
max |F| = 5.12 eV/A
HOMO-LUMO gap = 10.6 eV
LUMO = 0.003 hartree
SMILES string = O.O.O.O.O.O.O.O.O.O.O